No. 1
DFT (the ωB97M-V functional and the def2-TZVPD basis) results for one molecule with the formula C22H20F3NO5S.

Output
* total charge: 0
* gap between HOMO and LUMO: 8.0990 eV

Cartesian coordinates (Å):
C  0.52  -0.58  -4.39
C  -0.55  0.47  -4.13
H  -1.52  -0.01  -3.98
H  -0.61  1.19  -4.94
O  -0.24  1.25  -2.97
C  -0.51  0.70  -1.78
O  -1.04  -0.39  -1.65
C  -0.11  1.58  -0.69
C  0.16  1.31  0.65
C  0.51  2.56  1.25
C  0.86  2.93  2.54
C  1.15  4.26  2.80
C  1.09  5.22  1.78
C  0.75  4.87  0.49
C  0.46  3.54  0.22
N  0.10  2.92  -0.93
H  -0.02  3.34  -1.83
H  0.70  5.62  -0.29
H  1.32  6.25  1.99
O  1.49  4.54  4.09
C  1.78  5.87  4.45
H  2.01  5.85  5.51
H  0.92  6.53  4.28
H  2.65  6.26  3.90
H  0.90  2.21  3.35
C  0.14  0.02  1.38
C  0.49  -1.17  0.53
C  -0.25  -2.34  0.52
C  0.11  -3.39  -0.31
C  1.23  -3.28  -1.12
C  2.00  -2.13  -1.09
C  1.64  -1.08  -0.26
H  2.23  -0.18  -0.24
H  2.88  -2.05  -1.71
C  1.58  -4.42  -2.02
F  0.57  -4.75  -2.85
F  2.64  -4.17  -2.81
F  1.88  -5.54  -1.34
H  -0.48  -4.29  -0.33
H  -1.13  -2.44  1.14
H  0.86  0.08  2.20
S  -1.44  -0.14  2.32
C  -2.67  0.00  0.98
C  -3.88  -0.85  1.28
O  -5.01  -0.44  1.31
O  -3.56  -2.13  1.48
H  -4.35  -2.65  1.67
H  -2.97  1.04  0.88
H  -2.19  -0.36  0.07
H  0.29  -1.10  -5.31
H  0.55  -1.29  -3.57
H  1.49  -0.11  -4.49

No. 2
DFT (the ωB97M-V functional and the def2-TZVPD basis) results for C22H20N4O4S as an isolated structure at a distorted geometry.

Output
* total charge: 0
* gap between HOMO and LUMO: 7.5614 eV
* relative energy (zero: lowest compared OMol25 entry of this formula, charge and spin): 1984.46 kJ/mol

Cartesian coordinates (Å):
C  7.02  0.63  -0.95
C  5.68  0.96  -0.85
C  4.76  0.07  -0.60
C  3.31  0.25  -0.44
C  2.85  1.43  -0.67
C  3.69  2.51  -0.75
C  4.99  2.15  -0.81
H  5.77  3.08  -1.33
H  3.35  3.64  -0.97
O  1.53  1.91  -0.32
C  0.92  1.87  0.91
O  1.52  1.41  1.74
C  -0.47  1.70  0.82
C  -1.04  2.61  2.06
C  -2.45  2.65  1.98
C  -3.32  2.11  1.24
C  -2.64  1.31  0.11
C  -1.34  1.30  0.01
H  -0.77  0.93  -0.97
S  -3.78  0.78  -1.06
O  -4.45  1.77  -2.01
O  -3.13  -0.17  -1.75
N  -4.92  0.14  -0.11
C  -4.45  -1.11  0.65
H  -4.23  -1.81  -0.48
H  -5.00  -1.46  1.24
H  -3.42  -1.09  0.94
C  -6.16  0.00  -0.83
H  -6.29  -1.06  -1.36
H  -6.92  -0.33  0.04
H  -6.39  0.85  -1.43
H  -4.36  2.20  1.03
H  -2.85  3.23  2.97
H  -0.44  2.77  2.78
N  2.31  -0.82  -0.18
N  2.78  -1.71  0.32
C  1.65  -2.64  0.15
C  1.38  -3.94  1.00
C  0.07  -4.38  0.65
C  -1.07  -3.49  0.22
C  -0.67  -2.40  -0.12
C  0.41  -1.76  0.07
N  0.98  -0.68  -0.44
H  -1.58  -1.86  -0.68
H  -2.05  -3.99  -0.02
H  0.02  -5.49  0.92
H  2.26  -4.69  1.15
H  5.03  -1.20  -0.44
H  7.22  0.62  -2.20
H  7.09  -0.24  -0.50
H  7.63  1.47  -0.69

No. 3
DFT (the ωB97M-V functional and the def2-TZVPD basis) results for C22H20N5O2PdS as an isolated structure at a distorted geometry.

Output
* expectation value of S²: 6.056
* 2S+1: 5
* total charge: +3
* gap between HOMO and LUMO (alpha / beta): 7.1639 / 6.0105 eV

Cartesian coordinates (Å):
Pd  0.18  0.09  -1.46
N  -2.65  0.46  1.71
C  -3.08  1.75  1.95
C  -4.02  2.00  2.94
C  -4.43  3.29  3.19
C  -3.90  4.37  2.46
C  -2.97  4.14  1.47
C  -2.56  2.83  1.20
S  -1.40  2.53  -0.04
N  -1.33  0.89  -0.17
C  -1.86  0.05  0.69
C  -1.55  -1.37  0.53
C  -2.05  -2.39  1.34
C  -1.63  -3.70  1.13
C  -0.73  -3.96  0.11
C  -0.27  -2.91  -0.66
N  -0.69  -1.66  -0.47
H  -3.00  -0.25  2.34
H  -4.45  1.18  3.51
H  -5.18  3.48  3.95
H  -4.22  5.38  2.67
H  -2.56  4.96  0.90
H  -2.76  -2.19  2.13
H  -2.01  -4.50  1.75
H  -0.37  -4.97  -0.07
H  0.45  -3.06  -1.46
C  0.51  -2.19  -6.23
O  1.20  -1.70  -5.06
C  0.60  -1.07  -4.10
O  1.25  -0.67  -3.13
N  -0.74  -0.86  -4.18
N  -1.35  -0.07  -3.19
H  1.26  -2.73  -6.79
H  0.13  -1.37  -6.83
H  -0.29  -2.87  -5.95
H  -1.26  -1.05  -5.03
H  -2.23  -0.51  -2.93
H  -1.58  0.84  -3.58
C  1.74  0.36  -0.19
C  2.72  0.45  0.56
C  3.86  0.54  1.35
C  4.87  1.50  1.05
C  5.99  1.58  1.83
C  6.13  0.71  2.93
C  5.14  -0.24  3.24
C  4.02  -0.34  2.47
H  4.74  2.14  0.19
H  6.76  2.29  1.61
H  7.02  0.78  3.55
H  5.28  -0.89  4.10
H  3.26  -1.07  2.68

No. 4
DFT (the ωB97M-V functional and the def2-TZVPD basis) results for C22H20NNiO3P as an isolated structure.

Output
* total charge: 0
* gap between HOMO and LUMO (alpha / beta): 8.5853 / 8.6612 eV

Cartesian coordinates (Å):
Ni  -0.20  -0.03  -0.35
O  -1.70  -3.30  -2.19
C  -1.67  -2.13  -1.84
O  -0.61  -1.56  -1.36
C  -2.94  -1.31  -1.97
C  -3.78  -1.61  -3.04
C  -4.96  -0.91  -3.23
C  -5.33  0.08  -2.33
C  -4.52  0.36  -1.24
C  -3.32  -0.32  -1.06
P  -2.24  0.01  0.35
C  -2.91  1.46  1.19
C  -3.97  1.36  2.09
C  -4.49  2.50  2.68
C  -3.96  3.74  2.37
C  -2.90  3.85  1.48
C  -2.37  2.71  0.89
C  -2.49  -1.38  1.50
C  -1.70  -1.39  2.65
C  -1.81  -2.43  3.56
C  -2.70  -3.48  3.30
C  -3.47  -3.47  2.15
C  -3.36  -2.42  1.25
H  -3.48  -2.40  -3.72
H  -5.59  -1.13  -4.08
H  -6.25  0.63  -2.47
H  -4.82  1.12  -0.53
H  -4.38  0.38  2.34
H  -5.31  2.42  3.38
H  -4.37  4.63  2.83
H  -2.48  4.82  1.25
H  -1.51  2.77  0.23
H  -1.00  -0.59  2.84
H  -1.21  -2.44  4.45
H  -2.78  -4.30  4.01
H  -4.15  -4.29  1.95
H  -3.97  -2.43  0.35
C  0.36  -3.92  0.56
C  0.86  -2.57  0.75
N  1.26  -1.50  0.88
H  1.18  -4.63  0.61
H  -0.13  -3.96  -0.41
H  -0.37  -4.15  1.34
C  0.84  1.71  1.57
O  0.45  1.51  0.24
H  1.44  0.88  1.96
H  -0.03  1.85  2.24
H  1.44  2.62  1.64